1.
Density functional theory data (ωB97M-V/def2-TZVPD) for a gas-phase ion, C7H11N2OS (charge +1) at a distorted geometry.

Output
Multiplicity   1
Energy above the lowest of the compared OMol25 structures with the same formula, charge and spin   368.29 kJ/mol
Charge   +1
Frontier orbital gap (alpha / beta)   8.0 / 6.4 eV
Molecular weight   171.25 g mol⁻¹

Geometry (Å):
N 1.60 2.08 1.44
C 0.97 1.16 0.66
N -0.11 1.68 0.06
C -1.26 1.31 -0.60
C -1.91 -0.08 -0.43
C -1.25 -0.87 0.71
C -0.11 -1.73 0.20
C 1.08 -0.96 -0.37
C 1.82 -1.51 -1.35
S 1.32 -2.75 -2.43
O 1.55 0.10 0.34
H 0.97 2.85 1.68
H 2.60 2.02 1.52
H -0.21 2.64 0.27
H -1.95 2.01 -1.14
H -2.04 -0.53 -1.35
H -2.98 0.09 -0.28
H -1.95 -1.63 1.01
H -0.88 -0.27 1.45
H -0.29 -2.30 -0.80
H 0.33 -2.32 1.07
H 2.71 -1.01 -1.66

These are the Löwdin partial charges, in e, on atoms 1 to 8: atom 1 (N): 0.2292, atom 2 (C): -0.3835, atom 3 (N): 0.1225, atom 4 (C): 0.0132, atom 5 (C): -0.1421, atom 6 (C): -0.1662, atom 7 (C): -0.1337, atom 8 (C): -0.3096

2.
Density functional theory data (ωB97M-V/def2-TZVPD) for a molecular structure, C52H58AsIrN4OP2S2.

Output
Multiplicity   2
Energy above the lowest of the compared OMol25 structures with the same formula, charge and spin   0.00 kJ/mol
Charge   +3
Frontier orbital gap (alpha / beta)   7.5 / 5.3 eV
Molecular weight   1148.28 g mol⁻¹
Expectation value of S²   0.76

Geometry (Å):
Ir -0.88 0.68 1.32
N 0.99 4.60 0.99
C 0.52 3.38 1.26
S -0.02 2.40 -0.08
N 0.50 3.01 2.53
N 0.00 1.77 2.72
C 0.04 1.26 3.90
C -0.57 -0.05 4.08
C -0.54 -0.72 5.29
C -1.18 -1.95 5.39
C -1.81 -2.47 4.28
C -1.78 -1.76 3.09
N -1.18 -0.57 2.99
H 1.02 4.94 0.05
H 1.38 5.16 1.73
H 0.48 1.81 4.71
H -0.05 -0.27 6.14
H -1.19 -2.48 6.33
H -2.33 -3.42 4.32
H -2.25 -2.12 2.18
C -5.14 -0.26 -1.29
C -4.55 -1.34 -2.18
C -3.54 -2.25 -1.49
S -1.91 -1.64 -1.01
O -2.14 -0.63 0.14
C -1.40 -0.73 -2.50
C -1.86 0.72 -2.57
C -1.24 1.43 -3.77
H -5.87 0.33 -1.85
H -4.38 0.41 -0.91
H -5.65 -0.70 -0.43
H -4.11 -0.91 -3.08
H -5.34 -2.00 -2.54
H -3.26 -3.09 -2.14
H -3.94 -2.68 -0.57
H -1.80 -1.31 -3.34
H -0.31 -0.83 -2.53
H -1.57 1.23 -1.65
H -2.94 0.76 -2.62
H -0.15 1.43 -3.71
H -1.58 2.46 -3.81
H -1.53 0.95 -4.71
C -2.78 2.70 3.41
P -2.79 2.06 1.72
C -4.45 1.33 1.62
C -4.69 0.08 2.18
C -5.98 -0.43 2.25
C -7.04 0.32 1.76
C -6.81 1.57 1.21
C -5.52 2.08 1.15
C -2.85 3.50 0.64
C -2.54 4.77 1.12
C -2.58 5.86 0.26
C -2.93 5.69 -1.07
C -3.25 4.43 -1.54
C -3.21 3.34 -0.69
H -3.65 3.35 3.54
H -1.88 3.26 3.65
H -2.88 1.86 4.10
H -3.87 -0.50 2.57
H -6.16 -1.40 2.69
H -8.05 -0.07 1.81
H -7.64 2.16 0.84
H -5.37 3.07 0.73
H -2.26 4.92 2.15
H -2.34 6.85 0.64
H -2.98 6.55 -1.73
H -3.55 4.30 -2.58
H -3.49 2.36 -1.06
C 2.32 0.13 -0.43
C 3.71 -0.52 -0.47
As 4.67 -0.04 -2.10
C 3.58 -0.51 -3.60
C 2.85 0.46 -4.28
C 2.05 0.08 -5.35
C 1.99 -1.26 -5.73
C 2.73 -2.22 -5.05
C 3.53 -1.85 -3.98
C 6.30 -0.96 -2.19
C 6.95 -1.39 -1.02
C 8.14 -2.07 -1.13
C 8.70 -2.30 -2.39
C 8.07 -1.85 -3.54
C 6.88 -1.17 -3.45
P 1.24 -0.58 0.88
C 2.40 -0.59 2.29
C 2.87 -1.76 2.89
C 3.81 -1.68 3.91
C 4.29 -0.45 4.33
C 3.84 0.72 3.72
C 2.90 0.64 2.71
C 1.03 -2.30 0.34
C 1.29 -2.68 -0.97
C 1.02 -3.97 -1.40
C 0.48 -4.90 -0.52
C 0.22 -4.53 0.79
C 0.49 -3.24 1.22
H 1.79 0.07 -1.38
H 2.41 1.19 -0.21
H 3.68 -1.61 -0.47
H 4.30 -0.19 0.39
H 2.90 1.50 -3.99
H 1.49 0.83 -5.90
H 1.39 -1.55 -6.58
H 2.70 -3.25 -5.37
H 4.13 -2.60 -3.47
H 6.52 -1.20 -0.05
H 8.65 -2.42 -0.24
H 9.64 -2.83 -2.46
H 8.53 -2.02 -4.51
H 6.39 -0.80 -4.35
H 2.54 -2.73 2.56
H 4.17 -2.59 4.37
H 5.02 -0.39 5.13
H 4.22 1.68 4.04
H 2.56 1.56 2.25
H 1.69 -1.98 -1.69
H 1.23 -4.25 -2.42
H 0.27 -5.91 -0.85
H -0.18 -5.26 1.49
H 0.31 -2.98 2.25

These are the Löwdin partial charges, in e, on atoms 1 to 8: atom 1 (Ir): 0.8825, atom 2 (N): 0.1323, atom 3 (C): -0.7896, atom 4 (S): 0.6809, atom 5 (N): 0.0288, atom 6 (N): -0.2805, atom 7 (C): -0.0739, atom 8 (C): -0.2510

3.
Density functional theory data (ωB97M-V/def2-TZVPD) for H3N3O2 in the gas phase at a distorted geometry.

Output
Multiplicity   1
Energy above the lowest of the compared OMol25 structures with the same formula, charge and spin   189.56 kJ/mol
Frontier orbital gap (alpha / beta)   8.5 / 9.3 eV
Molecular weight   77.04 g mol⁻¹

Geometry (Å):
N 1.12 -0.95 0.28
N -0.06 -0.30 0.05
O -1.12 -0.72 0.48
N 0.03 0.98 -0.81
O -1.15 1.53 -1.05
H 2.04 -0.47 0.31
H 0.98 -1.51 1.19
H -1.85 1.44 -0.45

Charges in e, computed with Löwdin, in the same order as the atoms: atom 1 (N): 0.0907, atom 2 (N): -0.3717, atom 3 (O): -0.0111, atom 4 (N): 0.0238, atom 5 (O): -0.0562, atom 6 (H): 0.1187, atom 7 (H): 0.1388, atom 8 (H): 0.0670

4.
Density functional theory data (ωB97M-V/def2-TZVPD) for 2 unconnected molecules or ions with the total composition C7H20N2O5PS2 at a distorted geometry.

Output
Multiplicity   1
Charge   -1
Frontier orbital gap   8.6 eV
Molecular weight   307.35 g mol⁻¹

Geometry (Å):
C -3.97 -2.45 -0.71
S -2.15 -2.76 -1.02
O -1.94 -4.30 -1.00
O -1.86 -2.32 -2.51
N -1.06 -1.86 0.00
S -0.68 -2.70 1.48
O 0.36 -1.79 2.24
O 0.09 -4.06 1.26
P -2.35 -2.92 2.84
N -1.58 -3.59 4.35
O -2.99 -1.38 3.35
H -4.52 -2.50 -1.77
H -4.16 -1.35 -0.29
H -4.45 -3.27 0.00
H -1.57 -4.63 4.33
H -0.60 -3.19 4.31
H -3.38 -0.86 2.58
C -0.50 1.71 -0.57
C 0.86 1.05 -0.72
C 1.97 1.76 0.07
C 2.26 3.20 -0.34
C 2.63 3.41 -1.81
C 3.92 2.69 -2.21
H -0.51 2.73 -0.97
H -1.26 1.14 -1.10
H -0.80 1.76 0.49
H 1.12 0.99 -1.78
H 0.78 0.02 -0.36
H 2.89 1.17 -0.02
H 1.70 1.75 1.14
H 3.07 3.59 0.29
H 1.38 3.83 -0.12
H 2.77 4.48 -1.99
H 1.82 3.09 -2.47
H 4.76 3.01 -1.59
H 4.16 2.92 -3.25
H 3.82 1.61 -2.12

These are the Löwdin partial charges, in e, on atoms 1 to 8: atom 1 (C): -0.2265, atom 2 (S): 0.5873, atom 3 (O): -0.4482, atom 4 (O): -0.4638, atom 5 (N): -0.3746, atom 6 (S): 0.4371, atom 7 (O): -0.5091, atom 8 (O): -0.4548

5.
Density functional theory data (ωB97M-V/def2-TZVPD) for 2 unconnected molecules or ions with the total composition H4N2OS at a distorted geometry.

Output
Multiplicity   1
Energy above the lowest of the compared OMol25 structures with the same formula, charge and spin   41.45 kJ/mol
Frontier orbital gap   10.7 eV
Molecular weight   80.11 g mol⁻¹

Geometry (Å):
N -1.89 -1.64 -0.74
N 1.17 1.41 -0.13
O -0.40 -1.75 1.25
S -0.55 -1.34 -0.09
H -2.51 -2.32 -0.28
H 1.18 2.19 -0.77
H 0.84 2.00 0.69
H 2.15 1.43 0.07

Charges in e, computed with Löwdin, in the same order as the atoms: atom 1 (N): -0.3245, atom 2 (N): -0.0168, atom 3 (O): -0.5049, atom 4 (S): 0.7872, atom 5 (H): 0.0144, atom 6 (H): -0.0023, atom 7 (H): 0.0464, atom 8 (H): 0.0004

6.
Density functional theory data (ωB97M-V/def2-TZVPD) for C6H11PS in the gas phase at a distorted geometry.

Output
Multiplicity   1
Energy above the lowest of the compared OMol25 structures with the same formula, charge and spin   195.56 kJ/mol
Frontier orbital gap   9.8 eV
Molecular weight   146.20 g mol⁻¹

Geometry (Å):
C 3.37 0.75 -1.43
C 3.03 0.09 -0.48
C 2.66 -0.54 0.74
C 1.21 -0.17 1.20
P -0.05 -0.84 0.00
S -0.39 -2.69 0.17
C -1.51 0.24 0.10
C -2.28 -0.05 -1.23
H 3.67 1.45 -2.14
H 2.78 -1.57 0.62
H 3.29 -0.22 1.51
H 0.95 -0.48 2.20
H 1.27 0.98 1.28
H 0.41 -0.13 -1.22
H -2.11 -0.16 0.86
H -1.27 1.20 0.32
H -2.71 -1.18 -1.20
H -3.16 0.51 -1.17
H -1.63 0.21 -2.18

These are the Löwdin partial charges, in e, on atoms 1 to 8: atom 1 (C): 0.1289, atom 2 (C): -0.1802, atom 3 (C): -0.2755, atom 4 (C): -0.3257, atom 5 (P): 0.2841, atom 6 (S): 0.2173, atom 7 (C): -0.4171, atom 8 (C): -0.1803